Here is a structure of composition C38H42AsI2N4ORb at a distorted geometry from the OMol25 dataset. Energies are from ωB97M-V/def2-TZVPD.

Structure (XYZ):
```
89
Properties=species:S:1:pos:R:3
Rb 0.3640 -1.4717 0.7009
C 2.7175 0.3976 5.1486
C 2.2485 0.2279 3.8584
N 1.0875 -0.3588 3.5661
C 0.2558 -0.7043 4.5638
C 0.6439 -0.5514 5.9051
C 1.9336 -0.0354 6.1717
C -0.1535 -1.0798 6.9389
C -1.4136 -1.5266 6.6225
C -1.8398 -1.5293 5.3013
C -1.0929 -1.0841 4.2470
N -1.5035 -0.9676 2.9147
C -2.5593 -0.2061 2.6652
C -3.2289 0.6668 3.5715
C -4.3020 1.4645 3.1403
C -4.7682 1.4604 1.8243
C -4.1417 0.6553 0.8616
C -4.5944 0.5352 -0.4851
C -3.9802 -0.3294 -1.3323
C -2.8486 -1.0518 -0.8806
N -2.4285 -0.9375 0.3432
C -3.0590 -0.1591 1.2680
H 3.6405 0.9503 5.2912
H 2.7629 0.5570 2.9675
H 2.1998 0.0134 7.2060
H 0.2317 -1.0726 7.9442
H -2.1334 -1.8866 7.3429
H -2.9125 -1.8057 5.1744
H -2.9225 0.7485 4.6112
H -4.6880 2.1423 3.9017
H -5.6143 2.1407 1.5899
H -5.4430 1.1412 -0.8310
H -4.2592 -0.4149 -2.3555
H -2.2990 -1.6179 -1.5557
I 3.5264 -0.0005 -1.1699
C 3.7248 1.9948 -0.4443
C 4.8599 2.7085 -0.7758
C 4.9760 4.1036 -0.3812
C 3.9148 4.7184 0.2565
C 2.7934 3.9371 0.6732
C 1.7135 4.5798 1.3388
C 0.6869 3.8087 1.8216
C 0.6000 2.4268 1.5732
C 1.5918 1.7448 0.8691
C 2.6947 2.5362 0.3847
H 5.6138 2.3015 -1.4115
H 5.8088 4.7010 -0.7395
H 3.8313 5.8157 0.2915
H 1.7797 5.6202 1.5134
H -0.1256 4.3261 2.3205
H -0.2675 1.8601 1.8928
C -1.0642 -4.2624 -2.6367
C -0.8571 -3.1968 -3.7098
As 0.4357 -1.8430 -3.1256
C 2.1692 -2.7257 -3.0580
C 2.4777 -3.7110 -4.2213
C 0.7194 -1.0203 -4.9114
C 1.8954 0.0011 -5.0022
H -1.6942 -5.0682 -3.0026
H -1.6040 -3.8423 -1.7524
H -0.1915 -4.6805 -2.1744
H -1.8091 -2.7550 -3.9599
H -0.4843 -3.6560 -4.6606
H 2.1794 -3.2290 -2.1062
H 2.9044 -1.9340 -3.0895
H 1.7760 -4.5296 -4.3179
H 3.4124 -4.1930 -3.9486
H 2.6123 -3.1518 -5.1710
H -0.2531 -0.5596 -5.2060
H 0.8030 -1.8359 -5.6295
H 1.8195 0.7334 -4.2183
H 1.9671 0.5735 -5.9533
H 2.8486 -0.5202 -4.8308
I 1.9018 -6.5119 -0.9571
C 1.5119 -4.5137 0.0415
H 0.9050 -4.9035 0.8931
H 2.5523 -4.3745 0.3695
C -0.5892 1.6381 -1.7761
N -1.8107 1.7775 -2.5696
C -2.8263 2.6955 -2.0803
C -1.7396 1.5844 -3.8831
O -2.6086 1.8151 -4.7012
H -0.2653 2.6405 -1.4660
H 0.1575 1.1224 -2.4089
H -0.7012 1.0634 -0.8933
H -2.6174 3.7166 -2.4381
H -2.8833 2.6594 -0.9845
H -3.8186 2.3844 -2.4050
H -0.8535 1.1193 -4.2694
```

Charge: -2
Frontier orbital gap in eV: 5.679
Lowest unoccupied orbital energy in eV: 3.915
HOMO energy in eV: -1.76

***

Here is a structure of composition C38H42I2N3O4Pd at a distorted geometry from the OMol25 dataset. Energies are from ωB97M-V/def2-TZVPD.

Structure (XYZ):
```
90
Properties=species:S:1:pos:R:3
Pd 0.4695 0.4406 -0.4838
C 6.4272 0.3460 -0.9021
C 5.0909 -0.2005 -1.4401
C 5.3086 -0.7631 -2.8532
C 4.5069 -1.2339 -0.5100
C 5.0170 -2.5121 -0.5332
C 4.4925 -3.5290 0.2593
C 3.4376 -3.2864 1.1354
C 2.8779 -2.0365 1.2215
C 1.8759 -1.6732 2.2828
C 2.6556 -1.1156 3.4887
C 0.9682 -2.8258 2.7026
C 3.3885 -0.9782 0.3769
N 2.7085 0.1832 0.3917
C 3.2149 1.4112 0.6508
O 4.2420 1.6220 1.2664
C 2.3326 2.5575 0.2514
C 2.7879 3.8520 0.4345
C 1.9708 4.9109 0.0751
C 0.7112 4.6311 -0.4304
C 0.3162 3.3121 -0.5718
N 1.1266 2.2988 -0.2520
C -1.0916 3.0336 -1.0256
O -1.8145 3.9412 -1.3793
N -1.4379 1.7230 -1.0683
C -2.6635 1.1938 -0.9330
C -3.0828 0.2062 -1.9008
C -4.2940 -0.4138 -1.7212
C -5.1008 -0.1006 -0.6279
C -4.7088 0.8544 0.3058
C -3.5058 1.5149 0.1973
C -3.1039 2.5243 1.2463
C -3.3257 2.0122 2.6707
C -3.8944 3.8256 1.0238
C -2.2297 -0.0180 -3.1156
C -2.4283 1.1463 -4.1009
C -2.4704 -1.3568 -3.8044
H 6.8348 1.0534 -1.6261
H 7.1514 -0.4582 -0.7616
H 6.2909 0.8539 0.0451
H 4.3923 0.6318 -1.5195
H 6.2653 -1.2806 -2.9310
H 5.3134 0.0563 -3.5722
H 4.5134 -1.4568 -3.1312
H 5.8392 -2.7350 -1.2004
H 4.9107 -4.5251 0.1943
H 3.0607 -4.0909 1.7518
H 1.2535 -0.8641 1.9024
H 3.3094 -1.8838 3.9052
H 1.9608 -0.7939 4.2655
H 3.2718 -0.2609 3.2048
H 1.5279 -3.6231 3.1938
H 0.4497 -3.2481 1.8389
H 0.2268 -2.4586 3.4124
H 3.7707 3.9854 0.8634
H 2.3016 5.9326 0.2007
H 0.0090 5.4010 -0.7163
H -4.6382 -1.1469 -2.4380
H -6.0485 -0.6083 -0.5017
H -5.3636 1.0747 1.1382
H -2.0376 2.7304 1.1468
H -4.3841 1.8667 2.8878
H -2.9356 2.7414 3.3805
H -2.8043 1.0688 2.8226
H -4.9657 3.6344 1.1052
H -3.6887 4.2448 0.0425
H -3.6200 4.5611 1.7813
H -1.1920 0.0082 -2.7848
H -3.4480 1.1400 -4.4895
H -1.7358 1.0413 -4.9367
H -2.2467 2.1100 -3.6242
H -3.4560 -1.4001 -4.2715
H -2.3801 -2.1864 -3.1004
H -1.7267 -1.4973 -4.5883
O -0.7012 0.0284 1.2710
C -1.1261 -1.0004 0.6570
O -0.5593 -1.2861 -0.4538
C -2.2227 -1.8379 1.1638
C -2.8653 -2.7026 0.2785
C -3.9085 -3.4931 0.7260
C -4.3014 -3.4324 2.0568
C -3.6667 -2.5653 2.9373
C -2.6288 -1.7651 2.4935
H -2.5402 -2.7401 -0.7523
H -4.4191 -4.1585 0.0421
H -5.1038 -4.0664 2.4109
H -3.9833 -2.5199 3.9707
H -2.1219 -1.0916 3.1722
I 1.5756 0.3542 -2.8838
I 1.8160 -2.8383 -2.3071
```

Charge: +1
Frontier orbital gap (alpha / beta) in eV: 3.568 / 3.520
Lowest unoccupied orbital energy (alpha / beta) in eV: -6.524 / -6.528
HOMO energy (alpha / beta) in eV: -10.09 / -10.05

***

Here is a structure of composition C38H42N10O3V at a distorted geometry from the OMol25 dataset. Energies are from ωB97M-V/def2-TZVPD.

Structure (XYZ):
```
94
Properties=species:S:1:pos:R:3
V 0.6914 0.8080 -1.0203
C 2.6390 -1.2270 0.7869
O 1.6947 -0.2393 1.1992
C 2.2940 0.7696 2.0078
C 1.2452 1.6568 2.6237
O 0.4696 2.1753 1.5825
C -0.3302 3.2738 1.9420
H 3.2988 -1.4818 1.6261
H 3.2215 -0.8861 -0.0681
H 2.0606 -2.1036 0.4980
H 2.9715 1.3847 1.4128
H 2.8702 0.2902 2.8104
H 1.7439 2.4649 3.1748
H 0.6184 1.0893 3.3294
H 0.2857 4.1135 2.2832
H -1.0416 3.0059 2.7353
H -0.8858 3.5643 1.0525
N -1.8913 2.1512 -2.5973
C -0.6992 2.6130 -3.0843
C -0.7744 3.6116 -4.0782
C 0.3762 4.1117 -4.6264
C 1.6017 3.6181 -4.1894
C 1.5991 2.6509 -3.2144
N 0.4767 2.1364 -2.6603
C -2.2994 1.3396 -1.5176
C -3.6732 1.1073 -1.4890
C -4.1590 0.2513 -0.4610
C -3.3276 -0.2703 0.4543
C -1.8515 0.0152 0.4260
N -1.3995 0.8980 -0.6547
H -2.6843 2.5317 -3.0824
H -1.7460 3.9869 -4.3755
H 0.3255 4.8913 -5.3771
H 2.5409 3.9800 -4.5812
H 2.5173 2.2264 -2.8333
H -4.3206 1.5118 -2.2552
H -5.2172 0.0077 -0.4247
H -3.6792 -0.9581 1.2314
H -1.5345 0.4444 1.3784
C 2.2919 -0.6050 -4.1184
C 3.4313 -0.1121 -3.2782
C 4.7611 -0.0754 -3.6699
C 5.4778 0.4842 -2.5854
C 4.5363 0.7589 -1.6060
C 4.8201 1.3845 -0.2717
N 3.2768 0.3917 -2.0115
H 2.5500 -0.5256 -5.1783
H 1.3861 -0.0246 -3.9437
H 2.0371 -1.6479 -3.9123
H 5.1507 -0.3989 -4.6272
H 6.5395 0.6882 -2.5231
H 5.7380 1.9758 -0.3208
H 4.9541 0.6471 0.5303
H 4.0136 2.0596 0.0161
N 1.9172 3.1036 -0.2941
C 1.8787 4.2344 -0.0505
C 1.8432 5.6088 0.2518
C 2.2247 6.0497 1.5383
N 2.5366 6.4122 2.5927
C 1.3863 6.5404 -0.7078
N 1.0069 7.3075 -1.4866
C -6.1121 -2.2609 2.8133
C -4.8288 -3.0486 2.8946
C -4.7108 -4.3054 2.3114
C -3.5111 -5.0013 2.3343
C -2.3960 -4.4588 2.9601
N -1.2148 -5.2195 3.0301
C 0.0413 -4.7445 3.3521
O 0.8224 -5.4036 4.0358
N 0.3129 -3.5522 2.8039
C -0.2816 -3.0899 1.5979
C -0.3481 -3.9135 0.4013
C -0.7151 -3.3666 -0.7650
C -0.8999 -1.8795 -0.9543
N -1.1042 -1.2522 0.3757
C -0.7151 -1.8175 1.5154
C -2.5041 -3.2044 3.5597
C -3.7042 -2.5159 3.5193
H -6.9516 -2.9004 2.5386
H -6.0354 -1.4706 2.0622
H -6.3467 -1.7829 3.7663
H -5.5673 -4.7442 1.8109
H -3.4285 -5.9675 1.8505
H -1.3058 -6.1902 3.2827
H 1.2553 -3.2562 3.0221
H -0.1195 -4.9725 0.4755
H -0.7924 -3.9747 -1.6600
H -1.8343 -1.7052 -1.4994
H -0.7422 -1.1776 2.3949
H -1.6414 -2.7766 4.0584
H -3.7662 -1.5368 3.9845
C 0.2477 -1.2236 -1.7303
H -0.0421 -1.2168 -2.7885
H 1.1546 -1.8418 -1.6616
```

⟨S²⟩: 3.763
Charge: -2
Frontier orbital gap (alpha / beta) in eV: 5.375 / 5.676
Lowest unoccupied orbital energy (alpha / beta) in eV: 4.053 / 4.053
Spin multiplicity: 4
HOMO energy (alpha / beta) in eV: -1.32 / -1.62

***

Here is a structure of composition C38H43Br4N2O5OsP at a distorted geometry from the OMol25 dataset. Energies are from ωB97M-V/def2-TZVPD.

Structure (XYZ):
```
94
Properties=species:S:1:pos:R:3
Os 1.6813 -0.1620 -0.2737
O 5.2249 0.6084 -3.8232
C 5.9157 -0.1558 -2.9628
C 7.3037 -0.1660 -3.0910
C 8.0855 -0.9310 -2.2527
C 7.4972 -1.6939 -1.2513
C 6.1266 -1.6865 -1.1055
C 5.3123 -0.9285 -1.9500
C 3.8629 -0.9083 -1.7416
O 3.3107 -1.5072 -0.7432
N 3.1303 -0.2845 -2.6426
N 1.8313 -0.0381 -2.3236
C 1.0085 -0.2295 -3.3403
C -0.3307 0.2026 -3.5161
C -0.8036 0.2144 -4.8516
C -2.0046 0.7633 -5.2114
C -2.8207 1.3337 -4.2407
C -2.4332 1.2602 -2.9123
C -1.2457 0.6680 -2.5447
O -0.9141 0.5392 -1.1722
H 4.2656 0.5026 -3.6188
H 7.7341 0.4542 -3.8636
H 9.1590 -0.9246 -2.3726
H 8.1124 -2.2754 -0.5801
H 5.6477 -2.2705 -0.3331
H 1.4597 -0.6763 -4.2250
H -0.1553 -0.1910 -5.6111
H -2.3077 0.7756 -6.2462
H -3.7399 1.8315 -4.5052
H -3.0535 1.6954 -2.1492
Br 6.5005 -1.0475 4.8327
C 4.8766 -0.8285 3.8846
C 3.7052 -1.3637 4.4162
Br 3.6966 -2.2672 6.0760
C 2.5253 -1.2311 3.7031
Br 0.8932 -1.9572 4.3137
C 2.4760 -0.5648 2.4885
O 1.3767 -0.4600 1.8031
C 3.6682 0.0533 1.9486
O 3.5525 0.7437 0.8828
C 4.8572 -0.1412 2.6754
Br 6.4541 0.5465 1.9306
C -6.3249 0.9840 0.0422
C -5.4499 2.1018 -0.5149
C -4.0558 2.0382 0.1160
C -3.5777 0.5807 0.2172
C -4.3081 -0.3811 -0.7224
C -5.8132 -0.3893 -0.4156
P -1.7337 0.3553 0.1923
C -0.8453 1.6121 1.1953
C -0.7045 2.9936 0.5547
C 0.5037 3.6530 1.2270
C 0.4792 3.4399 2.7510
C -0.9101 3.0500 3.2462
C -1.3306 1.7039 2.6445
C -1.3125 -1.3358 0.8228
C -2.2337 -1.9564 1.8906
C -2.7990 -3.3083 1.4615
C -1.6616 -4.2837 1.1642
C -0.5643 -3.6336 0.3042
C -1.0287 -2.3192 -0.3191
H -7.3509 1.1177 -0.3001
H -6.3278 1.0542 1.1321
H -5.8942 3.0737 -0.2959
H -5.3872 2.0070 -1.6006
H -4.1063 2.4641 1.1214
H -3.3638 2.6562 -0.4587
H -3.8135 0.2351 1.2293
H -3.9120 -1.3855 -0.5789
H -4.1442 -0.1222 -1.7666
H -6.0338 -1.1312 0.3531
H -6.3431 -0.6927 -1.3191
H 0.1803 1.1919 1.1875
H -1.5982 3.6013 0.7046
H -0.5249 2.9178 -0.5203
H 0.5126 4.7166 0.9895
H 1.4154 3.2153 0.8124
H 0.8058 4.3502 3.2506
H 1.1764 2.6506 3.0324
H -1.6226 3.8301 2.9768
H -0.9100 2.9739 4.3320
H -2.4170 1.6015 2.7085
H -0.8872 0.8870 3.2152
H -0.3470 -1.1630 1.3152
H -3.0424 -1.2876 2.1814
H -1.6328 -2.1320 2.7831
H -3.4492 -3.2085 0.5904
H -3.4084 -3.7044 2.2737
H -2.0667 -5.1630 0.6620
H -1.2290 -4.6200 2.1064
H -0.2445 -4.3197 -0.4801
H 0.3135 -3.4153 0.9140
H -1.8998 -2.4795 -0.9564
H -0.2197 -1.9266 -0.9524
```

Frontier orbital gap (alpha / beta) in eV: 5.440 / 5.565
Lowest unoccupied orbital energy (alpha / beta) in eV: -0.938 / -0.851
HOMO energy (alpha / beta) in eV: -6.38 / -6.42

***

Here is a structure of composition C38H44BrHfIN5O4P2S at a distorted geometry from the OMol25 dataset. Energies are from ωB97M-V/def2-TZVPD.

Structure (XYZ):
```
97
Properties=species:S:1:pos:R:3
Hf -18.6328 -6.7134 7.5361
O -16.1517 -10.0503 6.1628
C -16.7187 -8.9140 6.1811
O -16.8243 -8.1834 7.1552
C -17.3171 -8.4161 4.9396
C -17.0466 -8.7622 3.6219
C -17.6979 -8.0167 2.6192
C -18.6392 -7.0290 2.9236
C -18.7646 -6.7709 4.2731
N -18.1575 -7.4122 5.2129
C -19.6919 -5.7068 4.7797
O -20.4347 -5.0362 4.0997
O -19.6864 -5.6176 6.0934
H -15.7742 -10.3709 6.9756
H -16.3945 -9.6033 3.3401
H -17.3910 -8.1824 1.6251
H -19.1892 -6.4581 2.2014
C -21.0703 -3.7202 7.4604
P -19.8360 -4.6036 8.6767
C -18.5685 -3.2196 8.8882
N -18.8755 -2.3993 9.8222
C -18.0759 -1.2834 9.9425
C -18.2136 -0.3258 11.0043
C -17.3661 0.7807 10.9528
C -16.3773 0.9713 10.0142
C -16.1678 0.0206 9.0531
C -16.9717 -1.1533 9.1057
N -16.6903 -2.0641 8.1292
C -17.4069 -3.1367 8.0651
P -16.9051 -4.3650 6.8061
C -17.3698 -3.6977 5.1825
C -15.0731 -4.3304 6.8431
C -14.4949 -3.0920 6.1667
C -14.5015 -4.4463 8.2397
C -14.6581 -5.6307 6.0751
C -20.6503 -4.8947 10.2153
C -19.7861 -5.2878 11.3597
C -21.5828 -3.7499 10.6973
C -21.5344 -6.1455 9.8849
H -21.5412 -2.9140 8.1200
H -21.8601 -4.4212 7.1787
H -20.4749 -3.3310 6.6070
H -18.9365 -0.4820 11.7977
H -17.6189 1.5969 11.6713
H -15.8064 1.8709 9.9789
H -15.3753 -0.0350 8.3644
H -16.8038 -2.7809 4.8604
H -18.3734 -3.2895 5.3154
H -17.4263 -4.4985 4.3680
H -14.9196 -2.1521 6.6217
H -14.6400 -3.0211 5.0450
H -13.3571 -3.1408 6.3468
H -14.5763 -3.5168 8.9075
H -13.4985 -4.8041 8.1841
H -15.0788 -5.1309 8.8420
H -15.1933 -5.7431 5.0944
H -14.9325 -6.4859 6.6529
H -13.5514 -5.5236 5.9279
H -19.0145 -5.9750 10.9986
H -19.1935 -4.5473 11.8554
H -20.4323 -5.8046 12.1123
H -21.0632 -2.9102 10.9033
H -22.0586 -3.9180 11.6675
H -22.3424 -3.4980 9.9498
H -22.3762 -5.9748 9.1935
H -21.9655 -6.3535 10.8300
H -20.9477 -7.0338 9.6116
S -15.8588 -6.3014 11.5441
C -16.6353 -6.2687 10.1856
N -17.2925 -6.1527 9.1750
C -18.5717 -8.8682 10.1495
C -19.3206 -9.3942 9.0472
C -19.9433 -10.6372 8.8314
C -20.7231 -10.5307 7.6324
C -20.4843 -9.2941 7.1464
C -21.1346 -8.7959 5.9031
N -19.6754 -8.5294 7.9726
H -18.4436 -9.5687 10.9409
H -19.0643 -7.9587 10.5645
H -17.4900 -8.6585 9.8545
H -19.8971 -11.5035 9.5069
H -21.4585 -11.2591 7.2431
H -21.8229 -9.5430 5.5504
H -20.4749 -8.5350 5.0520
H -21.7357 -7.8863 6.1692
Br -18.5874 -7.7062 15.2079
C -20.1137 -6.5409 14.8502
C -19.9015 -5.1715 14.9438
C -20.8955 -4.2567 14.6873
C -22.1408 -4.7706 14.3819
C -22.3175 -6.1362 14.2003
C -21.2969 -7.0169 14.4079
I -21.4384 -8.8965 13.7512
H -18.8774 -4.9945 15.1246
H -20.6106 -3.1854 14.6580
H -22.9164 -4.0683 14.1689
H -23.2725 -6.4720 13.8464
```

Charge: +1
Frontier orbital gap in eV: 5.895
Lowest unoccupied orbital energy in eV: -4.012
HOMO energy in eV: -9.91

***

In eV, the total energy values for the records above are, in order, -125789.2815; -72422.4050; -86818.3654; -345244.5196; -164621.4880.